(1)
Below is a 11-piece molecular cluster, C20H30F6N10P overall at a distorted geometry, with properties calculated with the ωB97M-V functional and the def2-TZVPD basis.

Each line ends with the Mulliken charge.
Cartesian coordinates (Å):
1 P -0.0307 0.0126 -0.0224  2.376
2 F 1.2878 -0.6741 0.5682  -0.286
3 F -0.8182 -1.4303 -0.2317  -0.892
4 F -0.6050 0.1752 1.4611  -0.450
5 F -1.2654 0.8601 -0.7077  -0.954
6 F 0.8015 1.4563 0.1730  0.526
7 F 0.6239 0.0380 -1.5411  -0.769
8 C -1.6765 -2.1766 2.2276  0.937
9 C -1.9483 -3.6302 2.0987  0.046
10 N -2.2056 -4.7482 1.9547  -0.543
11 H -1.5302 -1.6629 1.2775  -0.761
12 H -0.8308 -2.0801 2.9085  0.001
13 H -2.4650 -1.7089 2.8172  0.499
14 C 2.4767 2.5872 1.0386  -0.423
15 C 3.0586 2.1123 2.3197  0.345
16 N 3.5352 1.8124 3.3261  -0.591
17 H 2.5850 1.8520 0.2413  -0.279
18 H 2.9308 3.4777 0.6038  0.511
19 H 1.3996 2.6904 1.1698  0.057
20 C -2.0108 2.0079 2.2687  0.054
21 C -2.4390 0.8929 3.1874  0.402
22 N -2.8383 0.0595 3.8741  -0.597
23 H -2.0891 1.7489 1.2128  -0.383
24 H -0.9879 2.2975 2.5095  0.142
25 H -2.6391 2.8807 2.4460  0.446
26 C -2.2880 2.0913 -2.7772  0.703
27 C -3.2465 2.2021 -1.7407  0.493
28 N -4.0625 2.2840 -0.9097  -0.615
29 H -1.5443 2.8586 -2.5622  -0.697
30 H -2.7638 2.1693 -3.7548  0.510
31 H -1.8166 1.1148 -2.6659  -0.226
32 C 3.4737 0.5074 -1.3885  0.245
33 C 3.9833 -0.8817 -1.5591  0.208
34 N 4.3820 -1.9340 -1.5997  -0.490
35 H 3.7167 0.8453 -0.3811  0.370
36 H 2.3872 0.5608 -1.3187  -0.776
37 H 3.8035 1.1782 -2.1819  0.476
38 C -3.4898 -0.9645 -0.6765  0.455
39 C -3.8837 -0.4930 -2.0135  0.112
40 N -4.1691 -0.1124 -3.0933  -0.626
41 H -4.1025 -1.8067 -0.3550  0.429
42 H -3.2482 -0.2700 0.1281  0.204
43 H -2.5206 -1.3990 -0.9215  -0.542
44 C 2.1584 -2.8254 -0.1044  0.015
45 C 1.3109 -3.9056 -0.6231  0.427
46 N 0.6850 -4.7565 -1.0443  -0.552
47 H 3.0014 -3.2996 0.3982  0.538
48 H 1.6403 -2.2294 0.6468  -0.168
49 H 2.4569 -2.1410 -0.8985  -0.236
50 C 0.7253 3.2825 -1.4948  -0.133
51 C -0.0562 4.0870 -2.4261  0.068
52 N -0.6433 4.7252 -3.1200  -0.463
53 H 0.2036 3.1505 -0.5469  -0.068
54 H 1.6599 3.7731 -1.2228  0.485
55 H 1.0601 2.3204 -1.8825  0.042
56 C 2.0274 -0.2436 2.7794  -0.611
57 C 1.5838 -1.1436 3.8838  -0.310
58 N 1.3117 -1.8826 4.7909  -0.580
59 H 1.5051 0.7107 2.7106  -0.006
60 H 2.0309 -0.7069 1.7928  0.536
61 H 3.1081 -0.1276 2.8604  0.688
62 C -0.0641 -2.3157 -2.2463  0.857
63 C -1.2569 -3.1482 -2.4534  0.193
64 N -2.2109 -3.7493 -2.6508  -0.569
65 H 0.7280 -2.6230 -2.9292  0.436
66 H 0.2180 -2.5118 -1.2119  -1.183
67 H -0.1135 -1.2405 -2.4180  -0.050

Computed properties:
* maximum force: 5.6 eV/A
* energy relative to the best compared isomer or geometry (same formula, charge and spin): 128.4 kcal per mole
* total charge: -1
* E_LUMO: 1.697 eV
* E_tot: -61720.209 eV


(2)
Below is C20H30InO32S7 as an isolated structure at a distorted geometry, with properties calculated with the ωB97M-V functional and the def2-TZVPD basis.

Each line ends with the Mulliken spin population.
Cartesian coordinates (Å):
1 In -9.6093 17.3000 5.0869  -0.002
2 C -12.1464 18.3678 9.5633  0.225
3 C -11.6167 18.2554 8.2400  0.192
4 C -12.0344 19.3167 7.2070  -0.092
5 O -11.2610 19.4680 6.2770  -0.023
6 C -13.0953 20.2194 7.6144  0.102
7 C -13.6832 20.1892 8.7928  -0.040
8 C -13.2219 19.1906 9.8439  0.089
9 O -13.8083 19.1018 11.0270  0.397
10 O -14.6277 21.0632 9.1156  0.031
11 O -10.9032 17.3172 7.9856  0.123
12 H -12.0622 17.6652 10.3791  0.000
13 H -13.2874 20.9599 6.8520  0.004
14 C -8.6547 22.9343 7.9764  0.001
15 C -9.9381 22.1990 8.5750  0.000
16 O -9.5514 20.8549 8.9552  0.001
17 S -8.1872 20.4036 8.0510  0.000
18 O -8.5278 19.3793 7.0181  0.000
19 O -7.1169 20.2711 9.0070  0.000
20 O -7.9894 21.8993 7.2609  0.000
21 H -7.9006 23.3073 8.6694  0.000
22 H -8.8449 23.7500 7.2790  0.000
23 H -10.7224 22.2996 7.8247  -0.001
24 H -10.2927 22.6071 9.5214  0.000
25 C -16.3131 18.0135 6.6087  0.002
26 C -16.1491 18.9361 5.3263  0.001
27 O -15.4941 18.1500 4.3512  0.000
28 S -14.8045 16.7862 5.0601  -0.001
29 O -13.3316 16.8279 4.9596  0.000
30 O -15.5326 15.6303 4.5878  0.000
31 O -15.2326 17.1672 6.6358  0.001
32 H -17.2635 17.4946 6.7340  0.000
33 H -16.0604 18.8001 7.3197  -0.002
34 H -15.6787 19.8687 5.6380  0.000
35 H -17.1865 19.1049 5.0376  0.000
36 C -9.6042 23.6153 2.5761  0.000
37 C -8.7164 23.8323 3.7313  0.000
38 O -8.8698 22.7214 4.6291  0.000
39 S -9.6778 21.5337 3.9116  0.000
40 O -11.0853 21.5203 4.2422  0.000
41 O -8.8828 20.3160 3.9603  0.000
42 O -9.5077 22.2078 2.4180  0.000
43 H -9.3468 24.1398 1.6559  0.000
44 H -10.6682 23.8304 2.6748  0.000
45 H -9.0177 24.6683 4.3625  0.000
46 H -7.7004 23.9940 3.3713  0.000
47 C -16.1983 24.0374 4.3828  0.000
48 C -15.9278 23.0589 5.5142  0.000
49 O -16.9559 22.0204 5.4102  0.000
50 S -17.4913 21.8117 3.8290  0.000
51 O -18.8902 21.4763 3.7736  0.000
52 O -16.5317 21.1234 2.9345  0.000
53 O -17.2983 23.5109 3.6574  0.000
54 H -15.3491 24.0796 3.7007  0.000
55 H -16.4920 25.0366 4.7046  0.000
56 H -16.0176 23.5075 6.5035  0.000
57 H -14.9279 22.6364 5.6137  0.000
58 C -8.2080 12.4809 10.2043  0.000
59 C -7.3322 12.0669 9.0824  0.000
60 O -7.5786 12.9705 8.0574  0.000
61 S -9.0527 13.7113 8.1306  0.000
62 O -10.0256 12.7126 7.6891  0.000
63 O -9.2094 15.0959 7.6001  -0.001
64 O -9.0092 13.5765 9.7317  0.000
65 H -7.5793 12.9350 10.9702  0.000
66 H -8.7902 11.6368 10.5739  0.000
67 H -7.5816 11.0644 8.7347  0.000
68 H -6.2737 11.8425 9.2138  0.000
69 C -10.9730 19.1750 14.1057  -0.001
70 C -11.1873 17.8408 13.3637  -0.004
71 O -10.4840 16.8315 14.0734  0.000
72 S -9.0838 17.4710 14.7586  0.000
73 O -7.9900 17.1547 13.8128  0.000
74 O -8.9205 16.9921 16.1715  0.000
75 O -9.6148 19.0223 14.5019  0.000
76 H -11.4484 19.2263 15.0852  0.000
77 H -10.8586 20.1154 13.5665  0.000
78 H -10.6494 17.9402 12.4209  0.000
79 H -12.2291 17.6378 13.1159  0.001
80 C -12.9964 14.5327 7.7455  -0.003
81 C -13.5341 13.3120 8.4695  0.000
82 O -13.9490 12.4289 7.4481  0.000
83 S -13.0764 12.5757 6.0886  0.000
84 O -13.9366 13.1338 5.0209  0.000
85 O -12.1379 11.4928 5.8429  0.000
86 O -12.2718 13.8811 6.7409  0.001
87 H -12.3738 15.2179 8.3208  0.006
88 H -13.9168 15.0290 7.4377  -0.004
89 H -14.4012 13.4042 9.1235  0.000
90 H -12.6908 12.8369 8.9706  0.000

Computed properties:
* 2S+1: 2
* maximum force: 7.8 eV/A
* <S²>: 0.79
* E_LUMO (spin up / spin down): -0.651 / -2.547 eV
* E_tot: -167751.625 eV


(3)
Below is C20H30N2O8Sr as an isolated structure at a distorted geometry, with properties calculated with the ωB97M-V functional and the def2-TZVPD basis.

Each line ends with the Mulliken charge.
Cartesian coordinates (Å):
1 Sr 8.8679 19.3825 12.4750  1.584
2 C 8.0041 23.0497 10.3658  -0.394
3 C 6.8929 22.4040 11.2189  -0.593
4 O 7.0816 21.0882 11.4535  -0.649
5 H 8.4992 22.3215 9.7167  -0.051
6 H 8.8318 23.4515 10.9712  -0.018
7 H 7.5975 23.8819 9.7708  0.406
8 H 5.9183 22.5815 10.7056  0.253
9 H 6.7996 23.0833 12.1071  0.115
10 C 7.8632 20.4792 17.0049  -1.450
11 C 8.5184 19.8507 15.7768  0.597
12 O 7.6182 19.7231 14.7555  -0.810
13 H 8.5594 20.9986 17.6934  0.404
14 H 7.2756 19.8181 17.6458  0.271
15 H 7.2506 21.3263 16.6717  0.296
16 H 8.9787 18.9208 16.1934  0.083
17 H 9.3827 20.5062 15.5100  -0.190
18 C 11.0838 19.8593 8.3556  -1.438
19 C 10.7345 19.6054 9.8201  0.605
20 O 9.4419 19.1944 10.0464  -0.881
21 H 12.0701 20.3276 8.2618  0.370
22 H 10.2547 20.4580 7.9693  0.283
23 H 11.0778 18.9430 7.7533  0.308
24 H 10.8263 20.6103 10.3065  -0.096
25 H 11.5221 18.9631 10.2822  0.075
26 C 6.8551 16.7377 14.1029  -0.810
27 C 6.7604 16.6164 12.5691  -0.149
28 O 6.8526 17.7484 11.8071  -0.760
29 H 7.8788 16.7871 14.4818  0.071
30 H 6.3980 15.8345 14.5360  0.490
31 H 6.2578 17.5965 14.4096  0.145
32 H 5.8250 16.0352 12.3930  0.275
33 H 7.5540 15.8768 12.2643  -0.117
34 C 11.0683 14.3100 9.3693  -0.563
35 C 10.0081 15.1892 9.5885  -1.061
36 C 9.8579 15.8687 10.7789  0.148
37 C 10.8536 15.6804 11.7125  0.731
38 C 11.9920 14.9064 11.5310  -0.861
39 C 12.0374 14.1502 10.3654  -0.261
40 N 10.6139 16.2560 13.0390  0.714
41 O 10.8264 15.5803 14.0263  -0.576
42 O 10.2377 17.4071 13.0502  -0.461
43 H 11.2337 13.7949 8.4330  0.376
44 H 9.2922 15.1750 8.7748  0.414
45 H 8.9564 16.4589 10.9266  0.445
46 H 12.6154 14.6583 12.3774  0.365
47 H 12.7956 13.3866 10.2344  0.350
48 C 12.9549 25.4972 12.1300  -0.402
49 C 13.7921 24.4325 11.7872  -0.413
50 C 13.4352 23.1098 11.9614  -0.667
51 C 12.2767 22.8939 12.7039  0.419
52 C 11.5155 23.9176 13.1999  -0.348
53 C 11.7891 25.2391 12.8208  -0.469
54 N 11.8373 21.5194 12.9289  1.145
55 O 12.6926 20.6541 13.0143  -0.636
56 O 10.6452 21.3109 13.0099  -0.499
57 H 13.2608 26.5083 11.8959  0.369
58 H 14.6221 24.7301 11.1535  0.297
59 H 14.0074 22.2782 11.5816  0.445
60 H 10.6273 23.7993 13.8061  0.400
61 H 11.1393 26.0048 13.2209  0.372

Computed properties:
* maximum force: 3.9 eV/A
* energy relative to the best compared isomer or geometry (same formula, charge and spin): 45.9 kcal per mole
* total charge: -2
* E_LUMO: 3.488 eV
* E_tot: -41414.811 eV


> The lowest E_tot belongs to which entry?

C20H30InO32S7


> Which of these has the lowest maximum force?

C20H30N2O8Sr


> Which of these has the lowest E_tot?

C20H30InO32S7